(1)
C8H23CoNO6 as an isolated structure. Source: the Open Molecules 2025 dataset; level of theory: ωB97M-V/def2-TZVPD.

Values from the calculation:
- relative energy (zero: lowest compared OMol25 entry of this formula, charge and spin) (kJ/mol) = 59.8
- <S²> = 3.757
- LUMO level (alpha / beta) (hartree) = -0.001 / -0.002
- HOMO-LUMO gap (alpha / beta) (eV) = 6.34 / 6.23
- multiplicity = 4

Last column: Löwdin charge in e.
Atoms and positions in Å:
C: 0.147 -2.315 -2.209  -0.362
O: 1.022 0.043 -2.460  -0.365
C: -3.887 1.353 -1.107  -0.075
H: -1.531 -0.301 -0.380  0.123
H: 0.353 -1.545 3.042  0.137
H: 3.158 -0.996 3.061  0.099
H: 1.731 2.178 0.743  0.071
C: -2.593 1.542 0.841  -0.234
O: 0.714 -2.412 -0.915  -0.342
H: -0.727 -1.857 1.070  0.123
H: -2.889 2.597 0.797  0.123
H: -3.037 1.680 -1.712  0.093
Co: 1.267 -0.473 -0.481  0.653
C: 2.737 -0.260 2.374  -0.087
C: -1.131 1.365 0.440  -0.191
O: -3.427 0.705 0.081  -0.191
H: 0.108 -3.291 -2.711  0.090
H: 1.590 -1.512 -3.610  0.082
H: -0.915 1.985 -0.434  0.117
H: 3.968 -0.395 -1.483  0.093
H: -0.933 -2.130 -2.041  0.074
C: -0.795 -0.819 1.422  -0.171
H: -4.533 0.723 -1.711  0.091
C: 0.396 -0.694 2.360  -0.176
O: 1.795 1.662 -0.068  -0.040
H: 3.476 0.192 1.720  0.083
H: -0.484 1.806 1.206  0.107
H: 2.436 0.538 3.067  0.090
C: 0.680 -1.146 -3.103  -0.398
H: 0.290 0.229 2.946  0.120
H: -4.471 2.216 -0.768  0.088
O: 3.357 -0.660 -0.785  -0.031
H: 3.894 -1.134 -0.139  0.076
H: -2.720 1.339 1.910  0.118
H: -0.042 -1.014 -3.924  0.086
H: 1.850 2.310 -0.783  0.092
H: -1.760 -0.753 1.928  0.126
N: -0.718 -0.029 0.177  -0.058
O: 1.624 -0.724 1.640  -0.234



(2)
One molecule with the formula C16H16F3N3O3. Source: the Open Molecules 2025 dataset; level of theory: ωB97M-V/def2-TZVPD.

Values from the calculation:
- relative energy (zero: lowest compared OMol25 entry of this formula, charge and spin) (kJ/mol) = 309.5
- LUMO level (hartree) = -0.001
- HOMO-LUMO gap (eV) = 8.86
- SMILES = COc1cc(-c2ncn(/C=C\C(=O)OC(C)C)n2)cc(C(F)(F)F)c1

Last column: Löwdin charge in e.
Atoms and positions in Å:
H: 2.441 3.185 0.362  0.077
O: 4.574 2.033 0.235  0.110
C: 2.339 -2.973 -0.674  -0.107
C: 1.352 0.743 2.564  -0.024
H: 2.987 -3.824 -0.684  0.128
F: -3.524 1.999 -1.800  0.140
C: -2.286 0.541 -0.405  -0.106
H: 1.140 3.277 1.553  0.088
H: -0.265 0.750 -1.115  0.114
H: 0.608 0.299 1.908  0.069
H: -1.347 -3.079 0.439  0.125
H: -4.229 0.098 0.354  0.119
H: 0.858 1.410 3.264  0.084
O: -3.747 -2.511 1.022  -0.071
C: -2.697 1.947 -0.736  -0.582
H: -5.527 -2.978 1.804  0.095
C: 4.081 -1.290 -1.049  -0.036
C: -2.906 -1.610 0.466  -0.251
F: -1.666 2.752 -1.020  0.141
C: 2.364 1.521 1.734  -0.379
H: -5.621 -1.804 0.468  0.098
H: 1.010 2.160 0.187  0.066
C: 1.695 2.609 0.901  -0.023
C: 4.067 0.938 0.185  -0.497
C: -1.611 -2.062 0.201  0.072
H: 3.131 1.974 2.377  0.149
H: 5.676 0.032 -0.912  0.118
O: 3.015 0.553 0.893  -0.005
C: 0.692 -1.679 -0.552  -0.296
H: 4.671 -2.026 -1.582  0.127
C: 4.647 -0.155 -0.638  0.050
C: -5.055 -2.104 1.355  -0.079
H: -5.047 -1.285 2.080  0.098
N: 2.767 -1.693 -0.864  -0.095
N: 1.057 -2.992 -0.462  0.151
C: -0.665 -1.213 -0.350  -0.147
F: -3.369 2.534 0.275  0.135
C: -1.003 0.104 -0.669  0.027
H: 1.846 -0.051 3.118  0.083
C: -3.243 -0.295 0.161  0.051
N: 1.711 -0.879 -0.796  0.183



(3)
C37H40Cl2N6OPtTe as an isolated structure. Source: the Open Molecules 2025 dataset; level of theory: ωB97M-V/def2-TZVPD.

Values from the calculation:
- <S²> = 0.882
- LUMO level (alpha / beta) (hartree) = -0.166 / -0.184
- HOMO-LUMO gap (alpha / beta) (eV) = 6.27 / 5.64
- charge = +1
- multiplicity = 2

Last column: Löwdin charge in e.
Atoms and positions in Å:
H: 2.594 -2.438 -7.791  0.118
H: -2.297 -0.878 2.736  0.018
H: -3.281 5.921 3.472  0.089
H: -1.852 1.989 -1.897  0.101
H: -0.529 -3.063 -1.949  0.094
C: -1.690 4.312 1.820  -0.033
H: -1.028 4.310 -0.680  0.088
C: -0.047 2.880 3.537  -0.307
C: 1.859 -1.777 -7.365  0.000
N: 0.967 0.072 1.918  -0.308
H: 4.555 -1.323 6.674  0.109
C: 1.834 -0.429 -7.639  -0.076
C: 3.268 4.969 1.880  -0.297
H: 5.277 7.697 -1.194  0.077
C: -1.677 0.988 -2.239  -0.115
H: -3.389 4.699 4.748  0.080
H: -0.856 0.623 -5.808  0.100
H: 2.292 -2.243 7.031  0.109
C: -1.965 -1.922 -4.318  -0.056
C: -0.083 -1.392 -5.934  -0.159
C: -0.777 -0.980 -2.328  -0.375
C: 1.870 -0.959 3.931  -0.181
O: -0.236 -1.476 2.939  0.009
N: -1.679 -0.908 -3.331  -0.003
C: 3.040 4.013 0.900  -0.330
H: 0.565 -1.988 5.264  0.120
H: -0.056 2.825 -0.554  0.006
Te: 2.043 2.082 1.435  1.686
C: 4.132 5.376 -0.731  -0.004
C: 0.282 2.997 2.190  -0.396
C: 3.347 3.112 -1.439  -0.080
H: 5.933 7.766 0.444  0.088
C: -3.291 4.851 3.676  -0.033
H: 4.375 8.503 0.096  0.087
H: -2.256 -2.863 -3.833  0.150
C: -2.254 0.334 -3.280  -0.041
C: 2.529 -1.738 6.109  -0.059
H: 0.880 1.468 -7.354  0.108
C: -2.830 -0.614 1.821  -0.925
N: 0.656 -3.511 -5.988  0.079
H: -3.035 0.625 -3.951  0.128
C: 3.502 4.182 -0.400  -0.328
H: 0.247 1.245 4.873  0.095
H: 1.888 5.179 3.505  0.096
C: -0.548 3.710 1.321  -0.345
C: 0.784 2.129 4.530  -0.057
C: 4.331 6.375 0.211  -0.257
H: 2.865 3.702 3.550  0.037
H: 0.787 -2.320 -2.851  0.090
C: 0.814 -0.818 2.904  -0.557
H: 4.487 5.515 -1.742  0.117
C: -0.112 -0.036 -6.231  -0.014
Cl: -2.460 1.074 1.427  0.648
H: 1.733 1.801 4.101  0.018
H: -4.163 4.426 3.180  0.087
N: -0.820 -2.214 -5.123  -0.069
H: 3.866 2.207 -1.121  0.074
H: 4.081 6.900 2.264  0.126
H: 2.294 2.867 -1.595  0.056
C: -2.044 4.208 3.160  -0.270
H: 0.987 2.747 5.403  0.100
H: -3.909 -0.723 1.897  0.045
H: 3.589 5.265 3.964  0.091
C: -0.222 3.825 -0.135  -0.081
Pt: 0.040 0.269 0.271  0.780
C: 0.072 -2.160 -2.046  -0.002
C: 0.885 -2.263 -6.494  -0.219
N: -0.759 0.159 -1.651  -0.122
N: -0.319 -3.470 -5.198  0.051
C: -1.211 3.487 3.997  -0.007
H: 2.582 -0.004 -8.290  0.107
Cl: -2.204 -1.643 0.547  0.638
H: -1.466 3.390 5.041  0.126
C: 1.564 -1.599 5.130  -0.014
H: 5.115 -0.224 4.536  0.109
C: 5.019 7.657 -0.139  -0.041
H: 0.623 -2.001 -1.114  0.065
H: 3.418 -0.019 2.771  0.056
H: 3.769 3.435 -2.388  0.083
H: -2.328 4.873 1.153  0.126
H: 0.684 4.414 -0.277  0.078
C: 3.158 -0.473 3.722  -0.070
C: 3.804 -1.231 5.905  -0.064
C: 4.119 -0.605 4.708  -0.064
C: 3.901 6.150 1.509  -0.004
C: 2.878 4.766 3.309  -0.050
H: -2.790 -1.553 -4.939  0.151
C: 0.863 0.421 -7.092  -0.072



(4)
C28H44BrN3NiP2 as an isolated structure. Source: the Open Molecules 2025 dataset; level of theory: ωB97M-V/def2-TZVPD.

Values from the calculation:
- relative energy (zero: lowest compared OMol25 entry of this formula, charge and spin) (kJ/mol) = 21.3
- <S²> = 2.043
- LUMO level (alpha / beta) (hartree) = -0.249 / -0.329
- HOMO-LUMO gap (alpha / beta) (eV) = 6.82 / 4.79
- charge = +2
- multiplicity = 3

Last column: Löwdin charge in e.
Atoms and positions in Å:
H: -3.770 0.861 -2.630  0.076
C: -2.121 -3.874 1.666  -0.092
C: 1.477 -0.403 5.552  -0.090
H: 2.784 -1.604 -1.451  0.051
N: -3.400 2.768 1.866  0.083
H: -2.806 0.247 -3.996  0.067
C: -1.608 1.218 -2.420  -0.364
H: -4.294 2.732 2.353  0.176
H: 1.119 -3.637 -0.487  0.125
C: -2.775 1.687 1.337  -0.181
C: 2.980 -1.723 4.410  -0.091
C: -0.472 -1.485 -2.384  -0.348
C: 0.475 -0.383 1.931  -0.148
H: -1.546 -1.921 2.439  0.121
H: 2.184 0.333 -2.833  0.084
H: 3.194 1.046 1.099  0.073
N: 2.460 -1.304 5.561  0.096
C: -3.402 -2.019 -1.532  -0.099
C: 2.920 1.958 0.544  -0.364
H: 0.507 3.395 -1.300  0.062
C: -0.584 -4.848 0.054  -0.091
H: -4.423 -2.153 -1.158  0.095
H: -1.713 2.098 -1.769  0.068
H: 3.509 3.490 -2.121  0.075
H: 1.084 -0.083 6.529  0.129
C: 0.671 -1.399 0.903  -0.189
H: -3.054 1.987 -3.789  0.094
H: -1.846 -1.602 -4.094  0.064
H: -0.542 0.030 2.119  0.117
P: -1.155 -0.152 -1.305  0.939
H: 3.592 1.245 -2.260  0.091
H: 3.787 -2.474 4.448  0.131
H: 2.299 4.593 -2.761  0.090
H: -2.838 4.855 1.996  0.125
C: 2.536 3.949 -1.906  -0.115
C: -2.881 1.048 -3.247  -0.109
C: 0.209 -3.710 0.112  -0.031
C: -0.177 -2.616 0.916  -0.227
H: -0.825 -2.424 -1.936  0.066
H: 2.250 4.004 0.994  0.067
Ni: 0.163 0.275 0.202  0.139
C: 0.929 0.114 4.361  0.022
H: 2.991 -1.660 2.255  0.116
H: 1.104 2.549 -2.728  0.075
H: -2.622 -1.157 0.273  0.050
H: -0.271 -5.669 -0.588  0.118
H: -0.428 -0.545 -4.373  0.080
C: -1.792 -4.919 0.783  -0.734
H: -3.025 -3.930 2.273  0.116
C: -2.601 3.874 1.635  -0.047
H: 0.116 0.835 4.407  0.121
H: 4.292 -1.026 -2.159  0.093
C: -1.520 3.410 0.931  -0.122
H: -0.245 -2.305 -4.337  0.092
H: -0.696 3.973 0.524  0.094
C: -0.777 -1.461 -3.876  -0.118
H: 0.618 -1.458 -2.243  0.057
C: -1.302 -2.737 1.748  -0.030
P: 1.734 1.415 -0.745  0.941
N: -1.615 2.029 0.769  0.015
C: -2.786 -0.848 -0.773  -0.354
C: 1.355 -0.438 3.123  -0.170
C: 2.520 -1.263 3.161  0.020
C: 3.480 -0.759 -1.473  -0.131
Br: -2.894 -6.364 0.611  0.886
H: 1.419 2.748 1.934  0.056
H: 3.814 2.320 0.016  0.099
H: 2.642 4.610 -1.037  0.072
H: -0.736 1.385 -3.071  0.072
H: -3.479 0.006 -0.742  0.069
C: 2.380 3.030 1.484  -0.127
H: 3.106 3.184 2.293  0.091
H: -3.214 0.694 1.405  0.121
H: 1.711 -1.610 0.642  0.103
H: -3.455 -1.868 -2.615  0.071
H: 3.933 -0.655 -0.481  0.069
C: 1.402 2.932 -1.740  -0.365
H: -2.877 -2.963 -1.343  0.071
C: 2.822 0.522 -1.955  -0.355



no.,energy (eV)
1,-60068.057
2,-35617.036
3,-85582.762
4,-163867.537